(1)
7
Properties=species:S:1:pos:R:3 method="wB97M-V/def2-TZVPD" smiles=[nH]1[pH]s1.I gap_ev=9.18 total_energy_ha=-1093.72893 e_above_lowest_kcal_mol=5.3 homo_energy_ev=-8.89
N 1.5883 0.3080 -1.0408
P 0.0702 1.0260 -1.2396
S 1.1163 0.8639 0.5531
H 2.3036 0.9852 -1.5294
H -0.7744 -0.1039 -1.3393
I -2.1399 -2.0383 1.6506
H -2.1642 -1.0409 2.9454

(2)
7
Properties=species:S:1:pos:R:3 method="wB97M-V/def2-TZVPD" gap_ev="7.71 / 7.28" total_energy_ha=-1093.65613 e_above_lowest_kcal_mol=51.0 homo_energy_ev="-8.88 / -8.94"
N -1.3941 -0.6699 0.0885
P 2.8559 0.7974 1.3011
S -1.9696 -1.0135 -1.3097
I -3.7013 0.6675 -1.7791
H -2.0741 -0.4914 0.8201
H 2.2199 -0.2169 0.6173
H 4.0633 0.9267 0.2619

(3)
8
Properties=species:S:1:pos:R:3 method="wB97M-V/def2-TZVPD" gap_ev="7.28 / 7.29" total_energy_ha=-1778.49830 e_above_lowest_kcal_mol=66.1 homo_energy_ev="-8.78 / -8.96"
P 0.7263 1.1641 -0.9302
P -0.8133 -0.4144 -0.1730
S -2.2178 -0.6471 -1.4991
S -1.5700 0.1855 1.7007
I 2.6920 1.0152 0.3877
H 1.2282 -0.0151 -1.6884
H 0.4605 -2.2729 0.1366
H -0.5060 0.9846 2.0658

(4)
8
Properties=species:S:1:pos:R:3 method="wB97M-V/def2-TZVPD" gap_ev=7.78 total_energy_ha=-659.97804 total_charge=-1 e_above_lowest_kcal_mol=20.4 homo_energy_ev=-3.50
N -0.2918 -0.5668 -1.0613
N -0.8570 -0.3724 0.2046
O 1.7724 0.0853 0.4294
O -0.0494 1.6678 1.1483
S 0.5172 0.3129 1.2318
H 0.6139 -0.0748 -0.9951
H -0.2214 -1.5680 -1.1876
H -1.4839 0.5160 0.2299

(5)
8
Properties=species:S:1:pos:R:3 method="wB97M-V/def2-TZVPD" gap_ev="7.73 / 5.36" total_energy_ha=-659.91110 total_charge=-1 e_above_lowest_kcal_mol=62.4 homo_energy_ev="-3.56 / -1.17"
N 1.4370 -0.7575 1.0232
N 0.1831 -0.1672 0.8111
O -2.0925 0.1683 -1.8068
O -1.4127 2.4113 -1.1573
S -1.7413 1.0968 -0.6576
H 2.1823 -0.1378 1.0063
H 1.6836 -1.5528 0.3428
H -0.2394 -1.0610 0.4383

(6)
9
Properties=species:S:1:pos:R:3 method="wB97M-V/def2-TZVPD" smiles="NNS(=O)(=O)[O-]" gap_ev=8.57 total_energy_ha=-735.18782 total_charge=-1 e_above_lowest_kcal_mol=54.0 homo_energy_ev=-4.45
N 1.1990 -0.5191 -0.7570
N 0.7470 0.4402 0.1016
S -0.8926 0.3434 0.3341
O -1.1073 0.8353 2.1067
O -1.2504 -1.0331 0.1978
O -1.5597 1.2098 -0.6428
H 0.6306 -1.3710 -0.6236
H 1.1453 -0.0733 -1.7024
H 1.0882 0.1677 0.9855